{"formula": "C28H83N7O10", "method": "wB97M-V/def2-TZVPD", "elements": ["C", "O", "C", "C", "C", "N", "H", "H", "H", "H", "H", "H", "H", "H", "H", "H", "H", "C", "O", "C", "C", "C", "N", "H", "H", "H", "H", "H", "H", "H", "H", "H", "H", "H", "C", "O", "C", "C", "C", "N", "H", "H", "H", "H", "H", "H", "H", "H", "H", "H", "H", "C", "O", "C", "C", "C", "N", "H", "H", "H", "H", "H", "H", "H", "H", "H", "H", "H", "C", "O", "C", "C", "C", "N", "H", "H", "H", "H", "H", "H", "H", "H", "H", "H", "H", "C", "O", "C", "C", "C", "N", "H", "H", "H", "H", "H", "H", "H", "H", "H", "H", "H", "C", "O", "C", "C", "C", "N", "H", "H", "H", "H", "H", "H", "H", "H", "H", "H", "H", "O", "H", "H", "O", "H", "H", "O", "H", "H"], "xyz": [[1.610046, -7.624038, 3.209406], [1.849116, -6.284748, 2.912566], [2.293996, -6.114858, 1.567186], [2.262676, -4.520038, 1.333726], [2.650856, -4.214328, -0.120024], [3.301086, -3.866088, 2.061366], [0.722396, -8.065748, 2.756576], [1.355636, -7.747488, 4.262086], [2.491466, -8.225338, 2.986606], [3.313566, -6.485458, 1.461256], [1.723186, -6.580708, 0.763906], [1.252106, -4.221288, 1.612296], [1.996576, -4.746008, -0.810914], [3.656316, -4.524688, -0.404334], [2.668176, -3.151598, -0.361714], [3.205346, -4.417738, 2.901976], [4.266966, -4.024878, 1.812446], [-1.917924, -1.694388, 1.683766], [-3.262224, -1.906268, 2.209026], [-4.153674, -0.849218, 1.834516], [-5.589424, -1.144078, 2.397886], [-6.286614, -2.434738, 1.895616], [-6.391984, 0.060902, 2.059306], [-1.503184, -0.851368, 2.236406], [-1.890614, -1.515808, 0.608846], [-1.397514, -2.587258, 2.030266], [-3.810134, 0.081022, 2.286996], [-4.279144, -0.612138, 0.778036], [-5.535774, -1.199298, 3.485166], [-5.617654, -3.273298, 1.702196], [-6.684354, -2.146978, 0.922426], [-7.002244, -2.798618, 2.632876], [-7.299564, -0.099168, 2.472566], [-6.512234, 0.107092, 1.057556], [-1.739174, 2.366322, 0.621466], [-1.302424, 3.582472, 1.296766], [-1.595424, 3.559272, 2.694506], [-1.586014, 4.962592, 3.277926], [-0.211624, 5.638772, 2.926166], [-1.727964, 4.984592, 4.710436], [-1.295294, 2.227312, -0.364314], [-2.804234, 2.451322, 0.405756], [-1.534704, 1.492102, 1.239546], [-2.576984, 3.108672, 2.841476], [-0.875104, 2.889992, 3.164946], [-2.342714, 5.525812, 2.731766], [-0.105134, 5.747652, 1.846856], [0.673796, 5.039472, 3.138236], [-0.084844, 6.529382, 3.541666], [-1.274864, 4.140692, 5.030796], [-1.251684, 5.786932, 5.097086], [5.749916, -0.287388, 0.304396], [5.851386, 0.456112, -0.848114], [5.167746, -0.151068, -1.944044], [3.695026, 0.200632, -1.971284], [2.975136, -0.687838, -3.031644], [3.398496, 1.546462, -2.258734], [4.704246, -0.337178, 0.608016], [6.326506, 0.118452, 1.135626], [6.271786, -1.243638, 0.268076], [5.683106, 0.269462, -2.807554], [5.377356, -1.220428, -1.918814], [3.226746, 0.001232, -1.007414], [3.236636, -0.417058, -4.054574], [1.887466, -0.753628, -3.004164], [3.286626, -1.726818, -2.924004], [2.421766, 1.801442, -2.225774], [3.797746, 1.933292, -1.415484], [-4.122574, -2.577698, -2.263784], [-2.782764, -2.207088, -2.342264], [-2.029634, -2.929988, -3.310604], [-0.530984, -2.581398, -2.976344], [0.478686, -3.191008, -3.975484], [-0.335044, -3.014178, -1.600824], [-4.606544, -1.922088, -1.539884], [-4.164144, -3.633388, -1.995624], [-4.641034, -2.438668, -3.212454], [-2.301714, -3.978408, -3.188614], [-2.277234, -2.645398, -4.333254], [-0.456354, -1.495958, -3.042354], [0.287986, -4.263348, -3.932904], [1.493456, -3.008998, -3.621654], [0.357756, -2.764588, -4.971304], [-1.246274, -2.784708, -1.230544], [-0.330164, -4.023958, -1.580264], [1.925476, 2.742982, 0.399656], [3.291136, 2.622392, 0.468736], [3.759226, 2.278922, 1.725446], [3.586296, 3.319162, 2.812086], [4.659176, 4.379752, 2.699876], [3.678396, 2.803312, 4.154006], [1.430986, 3.229042, 1.240686], [1.522956, 1.731262, 0.349816], [1.533706, 3.244432, -0.485304], [3.494996, 1.252772, 1.980996], [4.814646, 2.098272, 1.521606], [2.592896, 3.760702, 2.891416], [4.275946, 5.244242, 3.241996], [4.827746, 4.629972, 1.652466], [5.611966, 4.149342, 3.176526], [2.726026, 2.676162, 4.465326], [4.068456, 3.540282, 4.723946], [-2.249634, 5.081552, -4.467694], [-2.769874, 3.783872, -4.286194], [-2.887244, 3.233612, -2.985124], [-3.121624, 1.694422, -3.086594], [-4.417904, 1.203352, -3.784674], [-3.049994, 1.018262, -1.794314], [-2.160904, 5.181592, -5.549464], [-1.267834, 5.184832, -4.005624], [-2.858284, 5.821092, -3.947394], [-1.979324, 3.445672, -2.420504], [-3.751334, 3.681772, -2.494604], [-2.385544, 1.218322, -3.734374], [-5.261514, 1.722812, -3.330164], [-4.486664, 0.125232, -3.639724], [-4.393034, 1.194952, -4.874354], [-2.818084, 0.036412, -1.842174], [-2.168694, 1.349662, -1.428814], [2.108636, -1.231128, 1.695556], [1.752816, -0.781518, 0.929086], [2.412606, -2.074298, 1.359546], [0.711836, -0.565668, -0.548284], [0.437106, -1.417708, -0.887084], [0.516116, 0.048442, -1.255954], [0.145086, 1.447702, -2.624014], [0.294346, 2.388092, -2.722114], [0.146906, 1.109712, -3.519554]], "forces_ev_per_angstrom": [[-0.20, -0.82, 0.89], [-0.35, -0.02, -1.04], [0.04, 2.45, 0.05], [1.93, -2.31, -2.77], [-0.94, -0.46, -0.81], [-0.60, -0.14, 2.82], [-0.01, 0.21, -0.85], [0.47, 0.40, 0.25], [0.03, -0.25, -0.05], [0.30, 0.01, 0.05], [-0.70, -0.37, 0.40], [0.18, 0.49, 0.05], [-0.19, 0.27, -0.26], [0.20, -0.42, 0.57], [-0.50, 0.09, 0.11], [0.55, 0.85, 1.36], [-0.16, -0.28, -0.99], [-1.20, -0.26, 1.66], [-0.04, 0.63, -1.67], [-1.00, -0.67, 1.52], [0.60, 0.30, -0.38], [1.15, 0.44, -0.28], [0.47, -0.62, 0.75], [0.30, 0.23, -0.29], [-0.03, -0.14, -0.02], [0.29, 0.07, -0.55], [0.00, 0.20, 0.17], [0.49, -0.56, -0.58], [0.21, 0.15, 0.05], [0.36, 0.10, 0.18], [-0.66, -0.40, 0.06], [-0.40, 0.27, -0.36], [-0.32, 0.31, -0.12], [-0.13, 0.01, -0.20], [-0.35, 1.10, 0.82], [-0.01, -0.55, -0.61], [-0.53, -0.50, -0.47], [2.48, 0.74, -1.31], [-0.30, -0.69, -0.45], [-0.90, -0.80, 0.11], [0.83, 0.60, 0.50], [-0.19, -0.17, 0.33], [0.04, -0.12, -0.05], [-0.28, -0.05, 0.10], [0.32, 0.03, 0.43], [-0.31, 0.13, 0.35], [-0.23, 0.80, 0.01], [-0.18, -0.60, 0.55], [-0.12, 0.41, -0.57], [0.10, 0.07, 0.61], [0.01, -0.09, 0.10], [0.10, -0.32, 1.48], [0.42, 0.57, -0.77], [0.74, 1.06, 0.13], [-2.33, -2.82, -1.13], [0.64, -0.73, 0.13], [1.53, 2.06, -0.08], [-0.01, -0.63, 0.32], [-0.18, 1.00, -0.12], [-0.53, -0.73, -0.69], [-0.25, -0.04, -0.32], [-0.41, -0.24, -0.03], [0.25, -0.84, 0.37], [0.21, 0.33, 0.00], [-0.04, 0.55, 0.44], [0.15, -0.20, 0.10], [-0.12, -0.68, 0.07], [0.03, 1.47, -0.09], [-0.41, -0.09, -0.13], [0.71, 0.69, -0.45], [0.73, 0.85, 0.07], [-0.89, -0.91, -1.27], [-0.73, 0.09, 1.21], [0.17, 0.41, -0.11], [0.05, -0.27, 0.18], [-0.43, -0.11, 0.26], [-0.04, -0.02, -0.25], [0.50, -0.43, -0.05], [-0.24, 0.25, -0.14], [-0.07, 0.20, 0.25], [0.24, -0.17, -0.55], [-0.05, 0.01, -0.07], [-0.05, -0.25, 0.00], [-0.12, 0.10, 0.96], [0.39, -0.33, 0.00], [-1.99, -0.96, 0.01], [0.44, 1.50, -0.82], [1.36, -1.41, 0.30], [0.29, 0.42, 0.36], [-0.56, 0.99, -0.44], [0.25, -1.13, 0.98], [0.27, 0.18, 0.18], [-0.47, -0.28, 0.10], [0.67, 0.30, -0.24], [-1.07, -0.03, 0.49], [0.43, 0.51, 0.39], [-0.06, 0.46, -1.64], [0.16, 0.42, -0.21], [0.09, 0.25, 0.07], [-0.05, -0.62, -0.11], [0.09, -0.42, 0.51], [0.04, -0.12, 0.32], [0.06, -0.64, 0.83], [-0.14, -1.03, -0.42], [-0.44, -0.58, -0.58], [-0.41, -1.47, -1.60], [0.37, 0.24, 0.33], [0.58, 1.14, 0.91], [-0.18, 0.50, 0.22], [0.43, -0.14, -0.06], [-0.36, 0.30, -0.47], [0.13, -0.04, 0.31], [-0.04, 0.12, 0.39], [0.81, 0.68, -0.24], [-0.34, -0.23, -0.40], [-0.14, -0.06, 0.74], [-0.05, 1.07, -0.04], [-0.54, -0.45, -0.81], [-0.06, 0.10, 0.44], [0.11, 0.33, 0.45], [-0.37, 0.24, -0.38], [0.35, -0.28, 0.36], [-0.05, 0.62, 0.23], [-0.08, -1.05, -0.03], [0.03, 0.56, -0.22], [-0.09, -0.16, 0.27], [0.03, 0.36, 0.01], [0.01, -0.12, -0.34]], "mol_weight_g_mol": 678.0, "fmax_ev_per_a": 4.1, "homo_lumo_gap_ev": 8.86, "total_energy_ev": -61281.5274, "homo_energy_ha": -0.31723}